Record 1
C47H56InN2O2P2S2Si2 | ωB97M-V/def2-TZVPD

ORCA input file:
```
! RIJCOSX wB97M-V def2-TZVPD def2/J DEFGRID3
* xyz 1 1
In 0.02 -0.47 0.65
C -3.02 -0.95 -3.00
Si -3.25 -1.03 -1.12
C -5.06 -0.62 -0.81
C -2.93 -2.81 -0.52
N -2.06 -0.05 -0.32
P -2.31 1.15 0.74
C -0.81 1.44 1.62
P 0.52 2.30 0.83
N 1.49 1.19 0.13
Si 3.20 1.34 -0.18
C 3.85 3.02 -0.72
C 3.63 0.18 -1.62
C 4.16 0.76 1.36
C 0.14 3.59 -0.38
C -0.42 4.81 0.00
C -0.63 5.79 -0.96
C -0.29 5.56 -2.28
C 0.23 4.33 -2.67
C 0.44 3.35 -1.72
C 1.43 3.14 2.17
C 2.06 4.37 2.02
C 2.91 4.84 3.01
C 3.13 4.09 4.16
C 2.47 2.88 4.33
C 1.63 2.41 3.33
C -3.49 0.60 2.02
C -4.80 1.06 2.13
C -5.68 0.48 3.04
C -5.25 -0.56 3.85
C -3.95 -1.03 3.75
C -3.08 -0.45 2.84
C -3.11 2.58 -0.04
C -3.68 3.59 0.73
C -4.40 4.60 0.11
C -4.53 4.62 -1.27
C -3.91 3.64 -2.04
C -3.20 2.62 -1.42
H -3.78 -1.56 -3.48
H -2.04 -1.31 -3.31
H -3.14 0.07 -3.37
H -5.69 -1.28 -1.41
H -5.30 0.41 -1.08
H -5.34 -0.77 0.24
H -3.28 -3.56 -1.23
H -3.42 -2.99 0.44
H -1.85 -2.95 -0.36
H 3.28 3.44 -1.56
H 4.89 2.91 -1.05
H 3.84 3.74 0.09
H 3.55 0.69 -2.58
H 2.99 -0.70 -1.65
H 4.67 -0.16 -1.52
H 4.53 1.61 1.93
H 5.02 0.15 1.09
H 3.51 0.18 2.03
H -0.67 4.99 1.04
H -1.06 6.74 -0.67
H -0.43 6.34 -3.02
H 0.48 4.15 -3.70
H 0.86 2.38 -1.99
H 1.88 4.97 1.13
H 3.42 5.79 2.88
H 3.81 4.45 4.92
H 2.63 2.31 5.23
H 1.10 1.47 3.46
H -5.15 1.86 1.49
H -6.69 0.85 3.12
H -5.94 -1.01 4.55
H -3.61 -1.83 4.39
H -2.06 -0.81 2.77
H -3.58 3.57 1.81
H -4.86 5.38 0.71
H -5.11 5.39 -1.75
H -3.98 3.67 -3.12
H -2.73 1.84 -2.00
O 0.46 -1.42 -1.28
S 0.08 -2.55 -2.20
C 1.19 -3.92 -1.67
C 2.54 -3.38 -1.24
C 3.16 -4.14 -0.05
C 3.55 -3.21 1.09
S 2.18 -2.78 2.23
O 0.98 -2.43 1.36
C 1.80 -4.45 2.79
C 0.60 -5.04 2.42
C 0.32 -6.32 2.85
C 1.23 -7.00 3.65
C 2.42 -6.39 4.04
C 2.71 -5.10 3.62
C 0.84 -2.08 -3.75
C 1.28 -0.78 -3.89
C 1.79 -0.37 -5.12
C 1.82 -1.26 -6.19
C 1.34 -2.55 -6.04
C 0.85 -2.97 -4.82
H 1.22 -4.65 -2.48
H 0.65 -4.35 -0.82
H 2.39 -2.35 -0.93
H 3.23 -3.37 -2.09
H 4.04 -4.69 -0.37
H 2.45 -4.88 0.33
H 3.92 -2.25 0.72
H 4.31 -3.65 1.74
H -0.10 -4.48 1.81
H -0.61 -6.79 2.57
H 1.01 -8.01 3.98
H 3.11 -6.92 4.68
H 3.62 -4.61 3.92
H 1.23 -0.10 -3.05
H 2.16 0.64 -5.24
H 2.21 -0.93 -7.14
H 1.34 -3.23 -6.88
H 0.48 -3.99 -4.69
*
```

Calculated values
gap between HOMO and LUMO: 7.141 eV
energy relative to the best compared isomer or geometry (same formula, charge and spin): 0.0 kJ/mol
lowest unoccupied orbital energy: -2.50 eV
highest occupied orbital energy: -0.3543 Eh
molar mass: 978.05 g/mol
energy: -117898.2665 eV

=====

Record 2
C4H10N2 | ωB97M-V/def2-TZVPD

ORCA input file:
```
! RIJCOSX wB97M-V def2-TZVPD def2/J DEFGRID3
* xyz -1 2
C 2.94 3.67 -0.03
C 3.01 2.51 -0.68
N 3.17 2.39 -2.10
H 3.34 4.54 -0.59
H 2.83 3.73 1.04
H 3.03 1.58 -0.10
H 3.45 3.35 -2.28
H 3.71 1.56 -2.30
C -3.33 -2.07 1.51
C -3.18 -3.94 0.01
N -3.86 -2.86 0.37
H -3.99 -2.40 2.36
H -2.32 -2.41 1.80
H -3.31 -1.03 1.18
H -2.87 -4.17 -1.05
H -2.63 -4.43 0.83
*
```

Calculated values
gap between HOMO and LUMO (alpha / beta): 2.077 / 4.824 eV
energy relative to the best compared isomer or geometry (same formula, charge and spin): 218.1 kJ/mol
lowest unoccupied orbital energy (alpha / beta): 2.78 / 2.76 eV
<S²>: 0.754
highest occupied orbital energy (alpha / beta): 0.0260 / -0.0759 Eh
molar mass: 86.14 g/mol
energy: -7286.2001 eV